Record 1
ORCA calculation (ωB97M-V/def2-TZVPD) on 2 unconnected molecules or ions with the total composition C26H35B2N4O12S in a non-equilibrium geometry.

Calculated total energy   -2581.61730 a.u.
LUMO energy   -1.05 eV
Charge   -1
HOMO energy   -2.4 eV

Element x y z (Å)
C: 2.771 -2.315 4.106
C: 1.387 -1.753 3.751
O: 0.682 -1.221 4.572
O: 1.028 -1.946 2.449
C: 0.219 -0.871 1.929
C: 0.387 -0.786 0.381
C: 0.997 0.558 -0.015
C: 0.138 1.568 -0.522
C: -1.332 1.341 -0.710
O: -1.915 1.446 -1.765
O: -1.978 0.956 0.409
B: -3.399 0.791 0.245
O: -4.185 1.777 0.847
N: -4.036 -0.297 -0.423
C: -3.100 -1.373 -0.808
C: -5.045 -0.935 0.515
C: 0.743 2.821 -0.874
C: -0.202 3.887 -1.430
C: -0.800 4.623 -0.221
N: -2.053 4.799 -0.170
C: 2.093 3.005 -0.712
C: 2.675 4.349 -1.138
O: 3.422 4.197 -2.353
C: 2.634 3.764 -3.413
C: 2.665 2.311 -3.872
O: 1.952 4.560 -4.003
N: 2.901 2.007 -0.222
C: 4.344 2.177 -0.088
C: 5.135 1.489 -1.246
C: 6.587 2.051 -1.295
S: 6.949 2.938 -2.857
C: 2.347 0.797 0.115
B: 3.227 -0.430 0.651
N: 3.433 -1.635 -0.104
O: 3.777 -0.246 1.918
H: 2.647 -2.933 5.001
H: 3.112 -2.957 3.280
H: 3.500 -1.509 4.230
H: 0.392 0.092 2.425
H: -0.831 -1.130 2.146
H: 0.948 -1.637 -0.020
H: -0.629 -0.883 -0.016
H: -4.826 2.016 0.166
H: -2.452 -1.056 -1.645
H: -2.433 -1.687 0.018
H: -3.667 -2.242 -1.170
H: -4.823 -0.614 1.544
H: -4.973 -2.045 0.502
H: -6.066 -0.661 0.212
H: -1.029 3.474 -2.015
H: 0.322 4.586 -2.095
H: -0.147 4.949 0.609
H: -2.281 5.270 0.709
H: 1.931 5.148 -1.171
H: 3.412 4.656 -0.379
H: 2.583 1.598 -3.039
H: 3.596 2.102 -4.425
H: 1.839 2.118 -4.564
H: 4.693 1.835 0.899
H: 4.635 3.232 -0.138
H: 5.073 0.394 -1.206
H: 4.630 1.832 -2.159
H: 7.315 1.253 -1.113
H: 6.713 2.813 -0.513
H: 6.759 2.007 -3.820
H: 3.367 -1.465 -1.101
H: 4.313 -2.083 0.132
H: 4.542 -0.823 2.038
C: -6.106 -6.440 -0.144
C: -5.707 -5.104 -0.046
C: -5.982 -4.460 1.315
O: -5.618 -3.308 1.575
C: -6.688 -5.224 2.304
C: -7.104 -6.564 2.209
C: -6.736 -7.247 0.882
O: -6.956 -8.433 0.658
O: -7.711 -7.214 3.064
O: -5.164 -4.414 -0.927
H: -5.936 -6.973 -1.074
H: -6.901 -4.671 3.213

***

Record 2
ORCA calculation (ωB97M-V/def2-TZVPD) on a molecular structure, C26H35BrCl5IrNO6Si in a non-equilibrium geometry.

Calculated total energy   -6786.88441 a.u.
Spin multiplicity   5
LUMO energy (spin up / spin down)   2.26 / 1.21 eV
Energy above the lowest of the compared OMol25 structures with the same formula, charge and spin   0.0 kJ/mol
Charge   -1
HOMO energy (spin up / spin down)   -3.8 / -6.0 eV

Element x y z (Å)
Ir: -1.858 -0.425 0.191
N: -1.323 -1.366 2.521
C: -0.857 -0.215 3.298
C: -1.275 1.119 2.748
O: -1.046 2.036 3.538
O: -1.850 1.277 1.616
H: -1.985 -1.969 3.005
H: -0.624 -1.860 2.011
H: 0.255 -0.231 3.272
H: -1.111 -0.298 4.387
Cl: -4.851 0.208 1.462
C: -4.590 -1.483 1.120
C: -3.467 -1.940 0.397
C: -3.399 -3.282 0.062
Cl: -1.913 -3.691 -0.780
C: -4.413 -4.155 0.421
Cl: -4.318 -5.803 -0.064
C: -5.425 -3.729 1.253
Cl: -6.585 -4.859 1.875
C: -5.560 -2.382 1.560
Cl: -6.866 -1.858 2.511
Br: -5.918 3.437 -3.691
C: -4.640 2.377 -2.769
C: -4.615 1.041 -2.987
C: -3.805 0.248 -2.166
C: -2.974 0.803 -1.156
C: -2.979 2.228 -1.105
C: -3.823 3.006 -1.890
H: -5.225 0.688 -3.804
H: -3.826 -0.826 -2.295
H: -2.307 2.729 -0.405
H: -3.696 4.085 -1.856
C: 2.897 -1.162 -3.526
C: 2.128 -0.112 -2.676
C: 0.614 -0.185 -2.879
C: 2.605 1.292 -3.092
O: 2.357 -0.399 -1.288
Si: 1.575 -0.019 0.084
O: 0.187 -0.822 0.164
O: 2.619 -0.504 1.274
C: 3.335 -1.738 1.401
C: 3.541 -1.948 2.864
C: 4.658 -1.558 0.766
C: 2.587 -2.897 0.717
O: 1.294 1.580 0.188
C: 1.754 2.864 0.602
C: 3.161 3.215 0.193
C: 0.788 3.830 -0.014
C: 1.700 2.951 2.143
H: 2.925 -0.881 -4.583
H: 2.423 -2.188 -3.395
H: 4.018 -1.200 -3.266
H: 0.236 0.098 -3.870
H: 0.071 0.516 -2.258
H: 0.314 -1.220 -2.599
H: 2.504 1.329 -4.193
H: 3.742 1.458 -2.839
H: 2.051 2.090 -2.602
H: 4.243 -1.194 3.216
H: 4.090 -2.881 3.066
H: 2.679 -1.949 3.448
H: 5.209 -0.691 1.149
H: 4.621 -1.490 -0.315
H: 5.362 -2.398 0.947
H: 1.701 -3.275 1.305
H: 3.279 -3.765 0.643
H: 2.201 -2.757 -0.305
H: 3.290 3.150 -0.906
H: 3.895 2.633 0.673
H: 3.351 4.270 0.397
H: 0.992 3.797 -1.040
H: 0.950 4.858 0.344
H: -0.263 3.545 0.138
H: 2.197 2.049 2.600
H: 0.726 2.991 2.571
H: 2.262 3.807 2.477

***

Record 3
ORCA calculation (ωB97M-V/def2-TZVPD) on a molecular structure, C26H35CoN5O7Si2Te.

Calculated total energy   -4041.80061 a.u.
Spin multiplicity   2
LUMO energy (spin up / spin down)   -1.38 / -1.41 eV
Charge   0
HOMO energy (spin up / spin down)   -7.9 / -7.9 eV

Element x y z (Å)
Co: 0.487 -0.033 0.756
C: 2.585 -0.801 -1.613
N: 1.963 -1.068 -0.323
C: 2.338 -2.099 0.348
C: 1.713 -2.357 1.604
C: 1.896 -3.304 2.607
C: 0.984 -2.977 3.618
C: 0.290 -1.845 3.180
N: 0.722 -1.479 1.963
C: 3.565 0.344 -1.511
C: 4.832 0.148 -0.973
C: 5.706 1.213 -0.821
C: 5.325 2.490 -1.214
C: 4.070 2.691 -1.770
C: 3.198 1.621 -1.916
H: 1.805 -0.536 -2.331
H: 3.083 -1.706 -1.977
H: 3.099 -2.780 -0.037
H: 2.608 -4.114 2.602
H: 0.836 -3.489 4.554
H: -0.490 -1.300 3.687
H: 5.134 -0.845 -0.658
H: 6.687 1.048 -0.396
H: 6.006 3.321 -1.095
H: 3.773 3.680 -2.095
H: 2.225 1.768 -2.370
C: -2.257 1.819 1.892
Si: -3.525 0.532 1.419
C: -5.227 1.294 1.475
C: -3.431 -0.913 2.591
C: -3.243 -0.046 -0.345
Te: -1.398 -1.019 -0.786
C: -1.925 -2.940 -0.018
Si: -2.107 -4.240 -1.358
C: -2.574 -5.864 -0.570
C: -0.466 -4.404 -2.231
C: -3.438 -3.718 -2.556
H: -2.450 2.189 2.901
H: -2.275 2.670 1.209
H: -1.242 1.412 1.895
H: -5.467 1.668 2.472
H: -5.987 0.558 1.205
H: -5.307 2.130 0.778
H: -3.540 -0.577 3.624
H: -2.476 -1.434 2.507
H: -4.228 -1.633 2.393
H: -3.293 0.795 -1.039
H: -4.017 -0.755 -0.651
H: -2.835 -2.801 0.566
H: -1.128 -3.209 0.681
H: -1.841 -6.172 0.177
H: -2.635 -6.651 -1.324
H: -3.547 -5.800 -0.080
H: 0.315 -4.716 -1.534
H: -0.158 -3.457 -2.683
H: -0.519 -5.146 -3.030
H: -4.411 -3.662 -2.063
H: -3.522 -4.437 -3.372
H: -3.225 -2.742 -2.997
O: 2.989 6.990 0.394
N: 2.079 6.719 -0.363
O: 1.503 7.514 -1.076
C: 1.556 5.351 -0.322
C: 0.538 4.984 -1.189
C: 0.058 3.704 -1.162
C: 0.581 2.680 -0.301
O: 0.218 1.485 -0.414
C: 1.574 3.169 0.615
C: 2.070 4.456 0.590
N: 2.150 2.294 1.640
O: 1.614 1.198 1.895
O: 3.104 2.685 2.263
N: -1.064 3.400 -2.083
O: -1.584 2.300 -2.024
O: -1.413 4.289 -2.829
H: 0.115 5.702 -1.878
H: 2.851 4.753 1.274